Record 1
15
Properties=species:S:1:pos:R:3:forces:R:3 method="wB97M-V/def2-TZVPD" spin_multiplicity=1 lumo_ev=1.771 charge=-1 gap_ev=4.963 e_above_lowest_kcal_mol=159.8
O 2.393048 1.092344 1.116246 0.3 -3.3 -2.0
C 2.436686 -0.200221 0.872139 -1.5 3.6 2.8
N 1.758499 -1.102883 0.227930 0.3 0.4 -1.3
C 0.060185 0.089650 -1.187623 -1.3 -0.9 1.7
C -0.645040 0.605434 0.016489 -1.1 0.6 -1.4
C -1.993971 -0.252475 0.074479 -0.4 2.3 2.0
O -2.657705 0.291614 1.126729 -0.1 -1.0 -1.1
H 2.934901 -0.706433 1.725288 0.5 -0.7 -0.4
H 0.989462 -0.557745 -0.512221 1.0 -0.6 0.2
H 0.476234 0.712134 -1.927063 0.8 0.9 -0.6
H -0.495150 -0.763362 -1.636270 0.9 0.2 0.3
H -0.890311 1.679244 -0.155364 0.1 -0.5 0.1
H -0.181263 0.599081 1.007311 0.0 -0.5 -0.5
H -1.652352 -1.288381 0.163977 0.2 -0.6 0.2
H -2.533217 -0.197994 -0.912048 0.2 0.1 0.1

=====

Record 2
49
Properties=species:S:1:pos:R:3:forces:R:3 method="wB97M-V/def2-TZVPD" spin_multiplicity=1 lumo_ev=0.677 charge=0 gap_ev=9.434 smiles="O=C(N[C@@H]1C[C@H]2CCC[C@@H](C1)N2C(=O)Nc1ccccc1F)C1CC1" e_above_lowest_kcal_mol=0.0
O 3.335797 1.397405 -2.245775 0.3 0.3 0.1
C 2.755125 0.509133 -2.838876 -0.1 -0.3 -0.2
N 1.531776 0.061917 -2.463029 -0.2 -0.1 0.1
H 1.086671 -0.681885 -2.976949 0.1 0.0 -0.1
C 0.814510 0.610331 -1.328372 0.0 0.0 0.1
C -0.578960 1.068603 -1.766083 0.0 0.0 0.2
H -0.497866 1.965195 -2.381465 0.0 0.0 -0.1
C -1.540237 1.324615 -0.597681 -0.4 0.3 -0.3
N -1.564264 0.168033 0.280109 -0.1 0.1 -0.1
C -2.515951 -0.772477 0.061009 0.1 -0.2 0.1
O -3.294128 -0.743651 -0.872163 -0.2 0.0 -0.3
N -2.545174 -1.850851 0.949682 -0.1 -0.3 -0.3
C -2.419697 -1.834990 2.336521 0.0 0.2 0.4
C -2.091129 -3.015904 3.004595 0.0 0.2 0.0
C -1.952849 -3.048225 4.378331 0.0 -0.1 0.0
C -2.139018 -1.898871 5.128318 0.0 0.0 0.0
C -2.490543 -0.720735 4.494124 0.0 0.0 -0.1
C -2.640899 -0.701090 3.121327 0.0 0.0 0.0
F -3.037602 0.455843 2.543960 -0.1 -0.2 0.1
H -2.672654 0.185792 5.049755 0.0 0.1 0.0
H -2.025411 -1.919949 6.200367 0.0 0.0 0.1
H -1.695659 -3.976173 4.865361 0.0 -0.1 0.0
H -1.944937 -3.912487 2.420820 0.1 -0.1 -0.1
H -3.063341 -2.634975 0.575956 0.0 0.2 0.0
C -0.277452 -0.078695 0.898216 0.5 -0.4 0.3
C 0.113159 1.115343 1.777409 0.0 -0.1 -0.1
C 0.033877 2.461671 1.060521 -0.1 0.0 0.1
H 0.902826 2.608995 0.423092 0.0 0.1 0.0
C -1.253326 2.567526 0.247271 0.1 -0.1 -0.1
H -1.217965 3.443863 -0.400754 -0.1 0.1 0.0
H -2.093586 2.686668 0.934682 -0.1 0.0 0.0
H 0.050496 3.259436 1.806454 0.1 0.0 0.0
H 1.119645 0.954214 2.166349 0.0 0.0 0.1
H -0.572172 1.134474 2.626677 0.0 0.0 0.1
H -0.352586 -0.954527 1.550426 0.0 0.2 -0.1
C 0.733978 -0.431455 -0.206652 -0.1 0.2 0.1
H 1.722724 -0.573917 0.231498 0.1 -0.1 0.0
H 0.419877 -1.383792 -0.646436 0.0 0.0 0.0
H -2.547471 1.420768 -1.017027 0.2 0.0 0.1
H -1.026290 0.279170 -2.377567 0.0 0.0 0.0
H 1.425081 1.457972 -1.012870 -0.1 -0.2 0.0
C 3.321676 -0.178180 -4.035247 0.0 0.0 0.0
C 4.816963 -0.368521 -4.078184 0.1 0.0 0.0
C 4.181113 0.645574 -4.960692 0.0 0.1 -0.1
H 4.111105 0.453118 -6.020325 0.0 -0.1 0.0
H 4.306931 1.684571 -4.697940 0.0 0.0 0.1
H 5.369754 -0.009751 -3.223664 0.0 0.1 0.1
H 5.198214 -1.280406 -4.511848 -0.1 -0.1 -0.1
H 2.699867 -0.948721 -4.473231 0.1 0.0 -0.1

=====

Record 3
22
Properties=species:S:1:pos:R:3:forces:R:3 method="wB97M-V/def2-TZVPD" spin_multiplicity=1 lumo_ev=-0.380 charge=0 gap_ev=8.833 e_above_lowest_kcal_mol=137.4
C 1.302208 -2.549501 -0.975279 0.4 0.3 -1.7
C 1.787331 -1.359447 -1.494155 -2.5 0.3 2.8
C 0.172833 -2.576942 -0.205914 -1.3 -1.7 1.3
C 1.233977 -0.156136 -1.089586 -0.7 1.4 0.3
C -0.467976 -1.407699 0.166755 0.7 2.8 0.1
C 0.117544 -0.082411 -0.207928 0.5 -4.7 -0.8
C -1.835410 0.973705 1.004965 -0.1 -0.5 -1.6
C -0.478382 1.121407 0.305377 0.8 1.6 4.3
N 0.478818 1.833688 1.823123 -5.5 0.4 -3.2
N -0.458408 2.258837 -0.648056 -1.7 0.8 -0.8
O -0.197558 1.968074 -1.808617 0.0 0.8 0.4
O -0.898258 3.339498 -0.286389 0.8 -0.8 -0.1
H 1.711247 -3.423973 -1.454570 0.1 -0.5 0.6
H 2.619956 -1.388007 -2.057381 2.6 0.1 -2.2
H -0.200669 -3.605181 0.144856 0.3 1.8 -0.6
H 1.568239 0.798961 -1.540951 0.2 -0.9 0.5
H -1.399736 -1.386210 0.768999 0.9 -0.4 -0.5
H -2.012617 1.904396 1.475160 -0.7 1.0 0.2
H -1.789202 0.230392 1.785481 0.2 -0.2 0.2
H -2.645978 0.637962 0.298387 0.7 0.6 0.6
H 1.350859 1.644610 1.506156 3.5 -1.4 -0.3
H 0.041181 1.223976 2.489568 0.8 -0.6 0.4

=====

Copy entry 2 word for word.
49
Properties=species:S:1:pos:R:3:forces:R:3 method="wB97M-V/def2-TZVPD" spin_multiplicity=1 lumo_ev=0.677 charge=0 gap_ev=9.434 smiles="O=C(N[C@@H]1C[C@H]2CCC[C@@H](C1)N2C(=O)Nc1ccccc1F)C1CC1" e_above_lowest_kcal_mol=0.0
O 3.335797 1.397405 -2.245775 0.3 0.3 0.1
C 2.755125 0.509133 -2.838876 -0.1 -0.3 -0.2
N 1.531776 0.061917 -2.463029 -0.2 -0.1 0.1
H 1.086671 -0.681885 -2.976949 0.1 0.0 -0.1
C 0.814510 0.610331 -1.328372 0.0 0.0 0.1
C -0.578960 1.068603 -1.766083 0.0 0.0 0.2
H -0.497866 1.965195 -2.381465 0.0 0.0 -0.1
C -1.540237 1.324615 -0.597681 -0.4 0.3 -0.3
N -1.564264 0.168033 0.280109 -0.1 0.1 -0.1
C -2.515951 -0.772477 0.061009 0.1 -0.2 0.1
O -3.294128 -0.743651 -0.872163 -0.2 0.0 -0.3
N -2.545174 -1.850851 0.949682 -0.1 -0.3 -0.3
C -2.419697 -1.834990 2.336521 0.0 0.2 0.4
C -2.091129 -3.015904 3.004595 0.0 0.2 0.0
C -1.952849 -3.048225 4.378331 0.0 -0.1 0.0
C -2.139018 -1.898871 5.128318 0.0 0.0 0.0
C -2.490543 -0.720735 4.494124 0.0 0.0 -0.1
C -2.640899 -0.701090 3.121327 0.0 0.0 0.0
F -3.037602 0.455843 2.543960 -0.1 -0.2 0.1
H -2.672654 0.185792 5.049755 0.0 0.1 0.0
H -2.025411 -1.919949 6.200367 0.0 0.0 0.1
H -1.695659 -3.976173 4.865361 0.0 -0.1 0.0
H -1.944937 -3.912487 2.420820 0.1 -0.1 -0.1
H -3.063341 -2.634975 0.575956 0.0 0.2 0.0
C -0.277452 -0.078695 0.898216 0.5 -0.4 0.3
C 0.113159 1.115343 1.777409 0.0 -0.1 -0.1
C 0.033877 2.461671 1.060521 -0.1 0.0 0.1
H 0.902826 2.608995 0.423092 0.0 0.1 0.0
C -1.253326 2.567526 0.247271 0.1 -0.1 -0.1
H -1.217965 3.443863 -0.400754 -0.1 0.1 0.0
H -2.093586 2.686668 0.934682 -0.1 0.0 0.0
H 0.050496 3.259436 1.806454 0.1 0.0 0.0
H 1.119645 0.954214 2.166349 0.0 0.0 0.1
H -0.572172 1.134474 2.626677 0.0 0.0 0.1
H -0.352586 -0.954527 1.550426 0.0 0.2 -0.1
C 0.733978 -0.431455 -0.206652 -0.1 0.2 0.1
H 1.722724 -0.573917 0.231498 0.1 -0.1 0.0
H 0.419877 -1.383792 -0.646436 0.0 0.0 0.0
H -2.547471 1.420768 -1.017027 0.2 0.0 0.1
H -1.026290 0.279170 -2.377567 0.0 0.0 0.0
H 1.425081 1.457972 -1.012870 -0.1 -0.2 0.0
C 3.321676 -0.178180 -4.035247 0.0 0.0 0.0
C 4.816963 -0.368521 -4.078184 0.1 0.0 0.0
C 4.181113 0.645574 -4.960692 0.0 0.1 -0.1
H 4.111105 0.453118 -6.020325 0.0 -0.1 0.0
H 4.306931 1.684571 -4.697940 0.0 0.0 0.1
H 5.369754 -0.009751 -3.223664 0.0 0.1 0.1
H 5.198214 -1.280406 -4.511848 -0.1 -0.1 -0.1
H 2.699867 -0.948721 -4.473231 0.1 0.0 -0.1